Computed, not measured: C24H38MoN4P2 as an isolated structure in a non-equilibrium geometry, with ωB97M-V/def2-TZVPD.

XYZ file:
```
69
Properties=species:S:1:pos:R:3:forces:R:3:mulliken_charge:R:1
H 1.79032 4.89156 -0.84476 -0.1 0.0 0.2 0.33
C -1.07718 5.88526 0.22863 -0.5 0.8 0.1 -1.02
C -1.41143 -4.13178 -0.54383 0.6 0.4 -0.3 0.93
C -0.58224 3.48935 -0.12184 1.3 0.6 0.1 0.47
H 1.26579 2.80919 -0.23451 -0.4 0.0 0.3 -0.12
H -0.99656 1.11041 -3.38993 0.1 -0.2 -0.2 0.44
C 1.38461 -2.68367 2.27122 0.1 0.2 0.7 0.08
P 0.62586 -0.26001 -2.23559 0.4 -1.2 -0.8 1.78
C 2.13006 0.60951 -2.80579 -0.1 0.2 0.1 -1.39
C 1.30990 -3.11593 3.59145 0.2 0.7 -1.2 -0.43
P 1.60793 0.01936 1.63565 1.3 -0.6 0.7 1.75
N -1.87847 3.14119 -0.18539 -0.3 -1.3 0.0 0.21
H -2.60579 -4.70960 -3.70780 0.2 0.0 0.3 0.40
H -0.73368 -3.19630 -4.29245 0.0 -0.2 0.3 0.48
H -3.16996 1.46942 -0.26702 0.2 0.0 0.0 0.55
C 2.38820 -1.65021 1.80896 -0.4 -0.3 -0.1 -1.13
H -3.03808 -5.32746 -1.31804 0.2 0.2 -0.2 0.46
C -2.22596 -4.64936 -1.58834 -0.2 0.0 -0.7 -0.84
H -3.36670 4.49854 0.52276 0.1 -0.2 -0.4 0.35
H 1.94076 1.69168 -2.82452 0.1 -0.3 -0.1 0.37
H 1.88034 0.35075 4.04995 -0.2 0.0 -0.2 0.39
H 2.40146 0.25818 -3.81263 0.0 0.2 0.3 0.47
N 0.30502 2.47981 -0.14816 0.4 0.0 -0.1 0.09
C -0.64246 -4.47417 3.11209 0.2 0.1 0.7 -0.84
H -0.49104 6.71340 0.63356 -0.3 -0.2 -0.1 0.36
H -1.84906 5.64082 0.96898 0.4 0.2 -0.3 0.33
H 3.22359 -1.56632 2.51399 -0.1 0.0 -0.2 0.73
H 1.31338 6.19103 0.26277 0.2 -0.3 -0.1 0.33
H -2.78972 4.77796 -1.15791 -0.2 -0.3 0.3 0.35
H 0.29667 -4.33189 5.04578 -0.1 0.0 -0.3 0.41
C 1.05071 0.40158 3.33148 -0.2 0.2 0.0 -1.48
C -0.89997 -3.47591 -3.24957 0.9 0.7 0.7 -0.31
H 1.92723 -2.23051 -1.90764 -0.1 0.0 -0.3 0.43
C -0.30694 -3.28077 -0.90195 -0.5 0.4 1.1 0.16
H -1.47639 -0.61098 -3.39425 0.3 0.2 0.0 0.41
H 3.44311 0.97269 0.37435 0.0 0.0 0.3 0.26
H -2.45417 -4.98525 1.12172 0.1 0.1 0.0 0.46
H 3.87261 0.77409 2.11084 -0.2 0.2 -0.2 0.47
H -1.38497 -1.04493 0.48007 -0.2 0.6 0.2 0.28
H -1.57113 1.21754 -1.01641 -0.5 0.0 -0.1 0.40
C 0.30645 -4.01335 4.00384 -0.7 -0.6 -0.1 -0.77
C -3.01540 4.01844 -0.40136 -0.9 0.4 -0.2 -1.03
C 0.42920 -3.15746 1.32708 -1.3 0.2 -0.6 0.04
C 1.08004 -2.02046 -2.57636 -0.3 -0.1 0.2 -1.16
C -0.63169 0.08109 -3.51646 -0.1 0.3 0.2 -1.57
C -0.63220 -4.03351 1.76167 0.5 0.4 -0.3 0.98
H 0.26755 -0.30431 3.63164 0.2 0.1 -0.1 0.39
C -0.06157 -2.96164 -2.26784 -0.3 0.2 -0.7 -0.23
C -1.59842 -4.38485 0.81563 0.1 -0.8 0.0 -0.99
H 2.80820 2.12846 1.58288 0.2 -0.3 0.0 0.29
H 2.95224 0.40338 -2.10429 -0.2 0.0 -0.3 0.32
H -0.19751 -0.03515 -4.51994 -0.1 0.1 0.3 0.43
C -1.97265 -4.32040 -2.90924 -0.7 -0.5 0.8 -0.83
H 0.61966 1.41144 3.34147 0.1 -0.2 0.1 0.41
H 2.75315 -1.90829 0.80491 0.1 0.0 0.3 0.35
C 3.08192 1.07752 1.40827 0.0 0.1 0.0 -1.22
C -2.11031 1.69462 -0.14972 -0.3 1.3 0.1 -0.92
C 1.25426 5.11584 0.08621 0.2 -0.2 -0.1 -0.97
Mo -0.04968 0.37457 -0.02012 -0.5 1.3 0.3 -1.47
H 2.03150 -2.72258 4.30979 -0.2 -0.2 -0.1 0.45
N -0.16645 4.77891 -0.00266 -0.2 -0.8 -0.1 0.06
H -1.79621 1.32691 0.85440 -0.3 0.0 -0.1 0.12
N 0.43182 -2.66979 0.06002 0.9 -0.7 -0.1 -0.27
H -3.84934 3.42878 -0.78710 0.2 0.0 0.0 0.35
H -1.54486 6.22689 -0.70643 0.2 0.1 0.4 0.29
H -1.31516 -0.52175 1.13914 0.3 -1.3 -0.5 -0.05
H -1.40231 -5.19928 3.41667 0.2 0.3 0.0 0.45
H 1.74149 4.61226 0.93133 -0.1 0.0 -0.1 0.38
H 1.38065 -2.09455 -3.62934 0.0 0.0 0.2 0.78
```
Positions in Å, forces in eV/Å.

The total charge is +2. As for the HOMO energy (alpha / beta): -12.70 / -12.88 eV. Its orbital gap (alpha / beta) is 0.2332 / 0.2389 Ha. The energy comes out at -1906.69301 Eh. Its multiplicity is 3.